No. 1
Formula: C26H29N7O2
Source: OMol25
Level of theory: ωB97M-V/def2-TZVPD

Its multiplicity is 1. For the HOMO energy, the calculation gives -7.55 eV. The energy above the lowest of the compared OMol25 structures with the same formula, charge and spin comes out at 34.0 kcal per mole. The calculation puts the orbital gap at 8.15 eV. The LUMO energy is 0.598 eV. As for the SMILES: Cc1c2cnn(-c3ccccc3)c(=O)c2c(C)n1CCCC(=O)N1CCN(c2ncccn2)CC1.

Last column: Mulliken charge in e.
Geometry (Å):
C: -4.253 -1.841 1.526  -1.914
C: -3.214 -1.579 0.501  0.261
C: -1.883 -1.949 0.513  0.925
C: -1.032 -2.654 1.402  -0.610
N: 0.227 -2.781 1.177  -1.061
N: 0.800 -2.238 0.078  0.955
C: 2.202 -2.440 0.028  0.193
C: 3.060 -1.479 -0.494  -0.008
C: 4.423 -1.713 -0.503  -0.782
C: 4.942 -2.887 0.014  -0.521
C: 4.085 -3.838 0.546  -0.630
C: 2.722 -3.619 0.553  -0.376
C: 0.122 -1.582 -0.945  0.268
O: 0.695 -1.157 -1.939  -0.697
C: -1.290 -1.436 -0.682  0.742
C: -2.279 -0.778 -1.384  0.259
C: -2.185 -0.196 -2.748  -1.947
N: -3.428 -0.863 -0.644  0.347
C: -4.649 -0.172 -0.972  -1.249
C: -4.856 1.100 -0.135  -0.605
C: -3.634 2.023 -0.143  -0.521
C: -2.588 1.519 0.846  0.270
O: -2.938 0.972 1.879  -0.661
N: -1.279 1.704 0.564  0.474
C: -0.728 2.502 -0.514  -0.924
C: 0.697 2.072 -0.843  -0.584
N: 1.544 2.189 0.325  0.207
C: 2.879 2.085 0.206  0.502
N: 3.606 2.061 1.333  -0.549
C: 4.912 1.959 1.191  -0.191
C: 5.532 1.895 -0.050  -0.593
C: 4.686 1.947 -1.149  -0.202
N: 3.377 2.038 -1.039  -0.417
C: 0.890 2.144 1.611  -1.243
C: -0.308 1.212 1.533  -0.231
H: -3.972 -2.715 2.108  0.497
H: -4.323 -0.990 2.204  0.244
H: -5.229 -2.016 1.077  0.343
H: -1.388 -3.105 2.316  0.383
H: 2.676 -0.559 -0.902  0.497
H: 5.083 -0.962 -0.913  0.360
H: 6.007 -3.061 0.005  0.404
H: 4.481 -4.757 0.953  0.369
H: 2.045 -4.348 0.969  0.474
H: -2.539 0.833 -2.803  0.377
H: -1.140 -0.227 -3.049  0.391
H: -2.764 -0.790 -3.457  0.370
H: -5.499 -0.843 -0.814  0.376
H: -4.616 0.086 -2.032  0.477
H: -5.724 1.626 -0.535  0.521
H: -5.063 0.831 0.901  0.273
H: -3.241 2.121 -1.151  0.243
H: -3.934 3.017 0.198  0.505
H: -0.737 3.564 -0.233  0.272
H: -1.323 2.386 -1.419  0.549
H: 0.700 1.044 -1.224  0.003
H: 1.105 2.711 -1.631  0.627
H: 5.479 1.931 2.113  0.447
H: 6.601 1.813 -0.151  0.413
H: 5.065 1.911 -2.164  0.447
H: 1.612 1.784 2.346  0.599
H: 0.566 3.150 1.906  0.164
H: -0.812 1.133 2.499  0.650
H: 0.026 0.211 1.240  -0.157

***

No. 2
Formula: C26H29N7ORu
Source: OMol25
Level of theory: ωB97M-V/def2-TZVPD

Its multiplicity is 6. For the HOMO energy (alpha / beta), the calculation gives -13.39 / -16.03 eV. The calculation puts the orbital gap (alpha / beta) at 5.32 / 5.48 eV. The LUMO energy (alpha / beta) is -8.068 / -10.544 eV. The expectation value of S² is 8.819. Its net charge is +3.

Last column: Mulliken charge in e.
Geometry (Å):
Ru: -0.073 0.264 0.043  0.487
C: -0.168 -2.717 0.346  -0.642
C: -0.947 -2.266 -0.898  -0.552
N: -0.202 -1.239 -1.666  -0.083
C: 1.094 -1.657 -2.238  -0.801
C: 2.182 -0.585 -2.032  -0.802
N: 2.044 0.163 -0.760  -0.082
C: 2.737 -0.414 0.420  -0.720
C: 2.095 -1.731 0.828  -0.671
N: 0.606 -1.588 0.961  -0.128
H: -0.884 -3.114 1.064  0.441
H: 0.510 -3.531 0.100  0.336
H: -1.186 -3.143 -1.504  0.438
H: -1.897 -1.811 -0.600  0.349
H: -0.804 -0.880 -2.399  0.353
H: 1.391 -2.603 -1.791  0.293
H: 0.995 -1.840 -3.308  0.512
H: 3.163 -1.062 -2.091  0.346
H: 2.131 0.141 -2.842  0.520
H: 2.426 1.091 -0.909  0.340
H: 3.801 -0.577 0.227  0.449
H: 2.662 0.314 1.233  0.381
H: 2.320 -2.489 0.082  0.292
H: 2.533 -2.073 1.764  0.479
H: 0.398 -1.571 1.953  0.347
C: -7.670 11.543 0.355  -0.840
O: -7.484 10.556 1.383  -0.364
C: -6.733 9.518 1.212  0.917
C: -6.646 8.627 2.325  -0.772
C: -5.883 7.508 2.247  -0.513
C: -5.163 7.210 1.061  0.683
C: -5.253 8.102 -0.045  -0.886
C: -6.016 9.226 0.021  -0.253
C: -4.346 6.050 0.927  0.186
N: -3.639 5.761 -0.166  -0.729
C: -3.009 4.609 0.088  0.595
C: -3.326 4.148 1.378  0.070
N: -4.170 5.074 1.886  -0.092
C: -2.800 2.938 1.937  0.213
C: -3.053 2.435 3.198  0.034
C: -2.451 1.224 3.590  -1.414
C: -1.613 0.578 2.724  -0.046
N: -1.323 1.044 1.487  -0.317
C: -1.924 2.222 1.066  0.454
C: -1.617 2.660 -0.223  0.113
N: -0.764 1.856 -0.970  -0.421
C: -0.457 2.234 -2.241  -0.206
C: -0.934 3.376 -2.809  -1.284
C: -1.788 4.221 -2.061  0.139
C: -2.130 3.863 -0.776  0.018
H: -8.337 12.288 0.773  0.260
H: -8.123 11.100 -0.532  0.380
H: -6.722 12.008 0.086  0.380
H: -7.201 8.876 3.220  0.481
H: -5.834 6.854 3.108  0.334
H: -4.701 7.868 -0.944  0.516
H: -6.077 9.894 -0.828  0.477
H: -4.603 5.050 2.795  0.210
H: -3.699 2.956 3.891  0.490
H: -2.640 0.807 4.567  0.454
H: -1.148 -0.350 3.032  0.332
H: 0.195 1.574 -2.801  0.385
H: -0.666 3.624 -3.825  0.474
H: -2.171 5.139 -2.486  0.660